{
  "formula": "C13H32MnO3SSi",
  "method": "ωB97M-V/def2-TZVPD",
  "homo_lumo_gap_ev": [7.94, 7.60],
  "s_squared": 8.761,
  "fmax_ha_per_bohr": 0.0580,
  "lumo_energy_ev": [0.4, -0.2],
  "multiplicity": 6,
  "elements": ["Mn", "S", "Si", "O", "O", "O", "C", "C", "C", "C", "C", "C", "C", "C", "C", "C", "C", "C", "C", "H", "H", "H", "H", "H", "H", "H", "H", "H", "H", "H", "H", "H", "H", "H", "H", "H", "H", "H", "H", "H", "H", "H", "H", "H", "H", "H", "H", "H", "H", "H", "H"],
  "positions_angstrom": [[0.5613, 2.3167, -1.6595], [-1.4915, 1.2355, -1.8058], [-0.3480, 0.1938, -0.4423], [-1.0649, 0.0654, 1.0154], [-0.0568, -1.3404, -0.9505], [1.2173, 0.8169, -0.3935], [-1.7712, 1.7259, 2.6604], [2.4735, -0.0063, -0.0587], [3.5676, 0.9566, 0.3622], [2.1102, -0.9685, 1.0421], [-0.7564, -2.5764, -1.0723], [-2.2220, 0.6243, 1.6992], [-1.9607, -2.4334, -1.9963], [1.3340, 4.4644, -1.6990], [2.8589, -0.6999, -1.3526], [-3.2751, 1.1628, 0.7324], [-1.1641, -3.1016, 0.2958], [-2.8420, -0.5050, 2.5129], [0.2543, -3.5621, -1.6653], [0.6887, 4.1435, -2.6069], [-3.1947, -1.3098, 1.8626], [2.8020, 5.2050, -0.0120], [-2.7415, -1.8028, -1.5519], [2.0452, -1.3398, -1.7073], [-1.6572, -2.0059, -2.9654], [0.8247, 5.2037, -1.0662], [-0.2846, -3.1682, 0.9607], [-1.9254, -2.4767, 0.7782], [-1.3016, 2.5629, 2.1301], [-0.2078, -4.5461, -1.8059], [-3.7012, -0.1453, 3.0989], [1.1081, -3.6764, -0.9801], [3.8296, 1.6562, -0.4465], [4.5035, 0.4213, 0.6055], [3.0830, 0.0471, -2.1250], [2.9923, -1.5434, 1.3749], [3.0518, 5.9526, -0.0418], [3.3027, 1.5418, 1.2488], [3.7483, -1.3280, -1.2360], [-2.4063, -3.4226, -2.1908], [1.3860, -1.7228, 0.6958], [0.6187, -3.2057, -2.6348], [-3.6099, 0.3896, 0.0332], [-1.5796, -4.1167, 0.1685], [-4.1558, 1.5057, 1.2968], [-2.9101, 2.0270, 0.1539], [1.7033, -0.4629, 1.9307], [-1.0612, 1.3150, 3.3893], [-2.6296, 2.1287, 3.2211], [-2.0904, -0.9107, 3.2114], [2.3443, 4.7151, -2.0146]],
  "lowdin_spin": [4.686, 0.087, 0.030, 0.003, 0.003, 0.076, 0.000, 0.011, 0.002, 0.002, 0.000, 0.000, 0.001, 0.046, 0.003, 0.002, 0.000, 0.000, 0.000, 0.024, 0.000, 0.002, 0.000, 0.000, 0.000, 0.005, 0.000, 0.000, 0.000, 0.000, 0.000, 0.000, 0.001, 0.000, 0.002, 0.001, 0.002, 0.000, 0.000, 0.000, 0.000, 0.000, 0.000, 0.000, 0.000, 0.001, 0.000, 0.000, 0.000, 0.000, 0.008]
}


{
  "formula": "C13H32O9SSi4Sn",
  "method": "ωB97M-V/def2-TZVPD",
  "homo_lumo_gap_ev": 8.49,
  "fmax_ha_per_bohr": 0.0318,
  "lumo_energy_ev": -0.3,
  "multiplicity": 1,
  "e_above_lowest_kj_mol": 153.6,
  "elements": ["Sn", "S", "Si", "Si", "Si", "Si", "O", "O", "O", "O", "O", "O", "O", "O", "O", "C", "C", "C", "C", "C", "C", "C", "C", "C", "C", "C", "C", "C", "H", "H", "H", "H", "H", "H", "H", "H", "H", "H", "H", "H", "H", "H", "H", "H", "H", "H", "H", "H", "H", "H", "H", "H", "H", "H", "H", "H", "H", "H", "H", "H"],
  "positions_angstrom": [[2.0429, 1.7218, -1.4219], [2.1525, -0.0884, 1.2653], [-2.2189, -0.5926, 1.7359], [-1.2809, 0.2708, -2.1116], [-0.4704, -1.0028, 0.1739], [0.6302, -2.9395, -0.6802], [4.0746, 2.1473, -0.7843], [0.6432, 2.0295, 0.2776], [2.8824, -0.9350, 2.1286], [0.3298, 2.1888, 2.5196], [2.4574, -0.2321, -0.1572], [2.3585, 1.3842, 1.6877], [5.5156, 2.3995, 0.9082], [2.4938, 4.0773, 0.3785], [0.6615, -0.3941, 1.4148], [1.8585, -3.7381, 0.5223], [1.1950, 2.3204, 1.4503], [-0.7546, -4.1896, -1.0979], [-1.9152, 2.0564, -1.8539], [1.7636, 3.7375, 1.5266], [3.9057, 4.1240, 0.5335], [-2.8112, -0.8405, -2.4116], [-0.5126, 0.3063, -3.8896], [4.5779, 2.7689, 0.2412], [-3.6812, -1.7746, 1.4264], [1.4549, -2.5294, -2.3495], [-1.7206, -0.8586, 3.5599], [-2.8742, 1.1934, 1.5784], [-2.0712, 1.8765, 1.2978], [2.0127, -3.3765, -2.7477], [0.7069, -2.2474, -3.0901], [-0.1254, 1.3442, 2.4260], [-4.1115, -1.6450, 0.4342], [-2.5037, -1.8431, -2.7108], [-3.6525, 1.2704, 0.8191], [-3.2980, 1.5473, 2.5183], [0.4032, 0.8957, -3.9497], [-1.4654, -3.7569, -1.8026], [-0.7935, -0.3340, 3.7965], [2.1479, -1.6976, -2.2291], [2.4213, -2.9538, 1.0226], [0.8912, 4.3913, 1.5689], [1.3501, -4.3216, 1.2899], [-2.7815, 2.0766, -1.1947], [-1.1333, 2.6539, -1.3803], [4.1907, 4.4564, 1.5316], [-1.3162, -4.5024, -0.2179], [-1.2273, 0.7413, -4.5889], [-3.4466, -0.4453, -3.2038], [2.3497, 3.8195, 2.4435], [4.2610, 4.8365, -0.2150], [-2.1945, 2.5403, -2.7894], [-1.5542, -1.9133, 3.7809], [-0.2846, -0.6972, -4.2481], [-4.4707, -1.5868, 2.1546], [-3.4229, -0.9457, -1.5162], [-0.3397, -5.0858, -1.5588], [-2.4900, -0.4976, 4.2425], [-3.3861, -2.8197, 1.5194], [2.5759, -4.3913, 0.0266]],
  "lowdin_charge": [1.483, 0.472, 0.472, 0.502, 0.607, 0.456, -0.245, -0.304, -0.184, 0.082, -0.420, -0.125, 0.095, -0.149, -0.487, -0.186, -0.685, -0.219, -0.213, -0.099, -0.099, -0.222, -0.230, -0.624, -0.219, -0.196, -0.195, -0.195, 0.012, 0.037, 0.004, 0.058, 0.004, 0.012, 0.024, 0.037, -0.024, 0.006, 0.019, 0.011, -0.004, 0.152, 0.035, 0.010, 0.001, 0.132, 0.021, 0.033, 0.035, 0.150, 0.138, 0.031, 0.033, 0.008, 0.031, -0.003, 0.030, 0.036, 0.023, 0.037]
}


{
  "formula": "C13H33FNO8P2",
  "method": "ωB97M-V/def2-TZVPD",
  "homo_lumo_gap_ev": 8.75,
  "fmax_ha_per_bohr": 0.1148,
  "lumo_energy_ev": -2.7,
  "total_charge": 1,
  "multiplicity": 1,
  "elements": ["P", "P", "F", "O", "O", "O", "O", "O", "O", "O", "O", "N", "C", "C", "C", "C", "C", "C", "C", "C", "C", "C", "C", "C", "C", "H", "H", "H", "H", "H", "H", "H", "H", "H", "H", "H", "H", "H", "H", "H", "H", "H", "H", "H", "H", "H", "H", "H", "H", "H", "H", "H", "H", "H", "H", "H", "H", "H"],
  "positions_angstrom": [[-0.3979, 0.5525, 0.8313], [-7.1591, 0.2924, 2.7244], [7.1432, 1.3139, -2.5165], [-0.0592, 1.3790, 2.2060], [-6.9442, 1.2905, 3.9600], [-1.4840, 0.3787, -0.3617], [0.5090, 1.5096, -0.0910], [-7.5078, 1.5756, 1.7715], [-5.9075, -0.2754, 2.1648], [-7.7386, -0.8982, 3.7008], [0.1888, -0.7916, 1.0457], [6.3219, -0.5515, -3.5731], [7.0170, -0.0403, -2.3618], [5.1545, 0.2978, -4.0110], [4.1790, 0.3838, -2.8592], [-6.1325, 0.8849, 5.0593], [8.3999, -0.6123, -2.1539], [-0.9664, 1.2119, 3.3171], [3.6751, -1.0074, -2.3814], [1.8820, 1.6511, 0.2279], [-8.4197, 1.3575, 0.6741], [-8.5258, -1.9396, 3.0888], [5.8669, -1.9652, -3.4865], [4.6896, -2.1820, -2.5260], [-2.8619, 0.1575, 0.0381], [2.4204, 1.8734, -0.6943], [-3.4595, 0.0476, -0.8609], [-2.9448, -0.7499, 0.6372], [-8.8533, -2.6152, 3.8737], [4.6950, -0.2747, -4.8137], [-0.9655, 0.1735, 3.6513], [-5.7083, 1.7827, 5.5036], [6.7082, -2.5450, -3.1147], [3.4372, -0.9393, -1.3229], [2.0204, 2.4851, 0.9159], [-5.3267, 0.2246, 4.7367], [-6.7434, 0.3812, 5.8075], [6.4262, -0.2126, -1.4660], [-0.6215, 1.8479, 4.1272], [8.4708, -1.6823, -2.3300], [3.3263, 0.9488, -3.2311], [2.2902, 0.7397, 0.6704], [5.4738, 1.2712, -4.3602], [5.0629, -2.4748, -1.5500], [8.6532, -0.4655, -1.1065], [-9.4002, 1.0482, 1.0374], [-8.5273, 2.2977, 0.1416], [-9.4043, -1.5260, 2.5935], [9.1593, -0.0816, -2.7227], [-3.2379, 1.0071, 0.6063], [-8.0234, 0.6018, -0.0080], [6.9945, -0.5016, -4.3408], [-1.9784, 1.5092, 3.0432], [-7.9233, -2.4944, 2.3677], [2.7246, -1.1996, -2.8701], [4.1272, -3.0167, -2.9349], [4.5563, 0.9472, -2.0090], [5.6491, -2.3809, -4.4651]],
  "lowdin_charge": [0.472, 0.491, 0.059, -0.229, -0.247, -0.216, -0.241, -0.217, -0.257, -0.230, -0.256, -0.036, -0.332, -0.083, -0.167, -0.105, 0.020, -0.088, -0.138, -0.122, -0.100, -0.095, -0.103, -0.129, -0.086, 0.071, 0.089, 0.091, 0.089, 0.145, 0.091, 0.087, 0.120, 0.108, 0.088, 0.083, 0.085, 0.166, 0.088, 0.087, 0.127, 0.082, 0.139, 0.114, 0.103, 0.083, 0.088, 0.081, 0.103, 0.082, 0.087, 0.197, 0.081, 0.088, 0.117, 0.121, 0.106, 0.142]
}


{
  "formula": "C13H33N4PtSi",
  "method": "ωB97M-V/def2-TZVPD",
  "homo_lumo_gap_ev": 7.99,
  "fmax_ha_per_bohr": 0.0160,
  "lumo_energy_ev": -2.2,
  "total_charge": 1,
  "multiplicity": 1,
  "e_above_lowest_kj_mol": 0.0,
  "elements": ["Pt", "Si", "N", "N", "N", "N", "C", "C", "C", "C", "C", "C", "C", "C", "C", "C", "C", "C", "C", "H", "H", "H", "H", "H", "H", "H", "H", "H", "H", "H", "H", "H", "H", "H", "H", "H", "H", "H", "H", "H", "H", "H", "H", "H", "H", "H", "H", "H", "H", "H", "H", "H"],
  "positions_angstrom": [[0.1881, -0.3087, -0.0548], [0.5891, -1.1231, -2.1742], [-1.1417, 1.7812, 0.3929], [-1.7611, -1.0319, 0.0586], [0.8264, -1.0807, 2.1926], [1.9754, 0.7338, 0.2436], [-2.5412, 1.3641, 0.2310], [2.6575, 0.2962, 1.4886], [-2.2644, -1.4747, 1.3980], [-2.6413, 0.0269, -0.5242], [-0.2717, -1.5625, 3.0299], [1.7641, 2.2138, 0.2887], [0.1426, -2.9511, -2.2898], [2.4198, -0.9294, -2.5967], [-0.4097, -0.2286, -3.5144], [1.6706, 0.0277, 2.6223], [-1.5937, -0.9009, 2.6501], [-0.6353, 2.9856, -0.2761], [0.8026, 2.7647, -0.7732], [0.7667, 2.0501, -1.5987], [-3.0831, 2.0964, -0.3693], [0.2801, -3.3019, -3.3176], [-0.3686, -2.6297, 2.8224], [2.5778, 0.5177, -0.5443], [-2.2166, -2.5639, 1.4283], [-0.7077, 3.8651, 0.3707], [-1.7943, -1.8287, -0.5676], [-1.4569, 0.1800, 2.5519], [-3.0496, 1.3142, 1.1952], [3.3855, 1.0531, 1.7891], [3.0566, -1.4937, -1.9091], [1.1937, 3.6997, -1.1764], [-2.3185, 0.1748, -1.5531], [-0.6687, 0.7929, -3.2247], [2.7472, 2.6825, 0.2096], [-1.3388, -0.7597, -3.7425], [-3.6778, -0.3229, -0.5273], [1.0487, 0.9051, 2.8223], [3.2072, -0.6195, 1.2649], [0.1571, -0.1706, -4.4483], [1.3978, 2.4440, 1.2922], [1.4383, -1.8519, 1.9614], [2.2330, -0.1805, 3.5399], [-0.9027, -3.1518, -2.0322], [-0.0598, -1.4671, 4.0993], [2.6139, -1.3043, -3.6061], [2.7404, 0.1186, -2.5945], [-0.8663, 1.7755, 1.3649], [-3.3224, -1.2072, 1.4239], [0.7710, -3.5595, -1.6361], [-1.2570, 3.1748, -1.1520], [-2.3022, -1.0338, 3.4705]],
  "lowdin_charge": [0.898, 0.337, -0.125, -0.209, -0.144, -0.212, -0.177, -0.177, -0.165, -0.179, -0.197, -0.181, -0.231, -0.234, -0.227, -0.204, -0.168, -0.192, -0.163, 0.085, 0.125, 0.037, 0.124, 0.077, 0.130, 0.124, 0.082, 0.089, 0.118, 0.129, 0.027, 0.119, 0.095, 0.004, 0.129, 0.027, 0.127, 0.112, 0.130, 0.032, 0.113, 0.113, 0.130, 0.012, 0.125, 0.038, 0.020, 0.084, 0.120, 0.025, 0.122, 0.124]
}